(1)
{"formula": "C6H20N2Si3", "method": "ωB97M-V/def2-TZVPD", "elements": ["C", "C", "C", "C", "C", "C", "N", "N", "Si", "Si", "Si", "H", "H", "H", "H", "H", "H", "H", "H", "H", "H", "H", "H", "H", "H", "H", "H", "H", "H", "H", "H"], "coordinates": [[-3.24655, -1.49238, -0.70907], [-1.88195, 1.21611, -0.80878], [-2.02654, -0.23953, 2.04214], [1.68681, 1.29011, -1.81148], [3.57497, 0.13894, 0.34891], [1.03319, 1.27346, 1.38224], [-0.50195, -1.44465, -0.32044], [0.84966, -1.30026, -0.20273], [1.74283, -2.67662, -0.70210], [-1.86994, -0.49072, 0.01031], [1.67394, 0.34488, -0.14132], [-3.11166, -2.54084, -0.53374], [-4.07424, -1.41774, -0.05101], [-3.38124, -1.18374, -1.81026], [-2.83606, 1.82637, -0.72929], [-1.02001, 1.88012, -0.62833], [-1.66295, 1.25256, -1.98699], [-2.85773, 0.45210, 2.28433], [-2.25645, -1.18517, 2.51535], [-1.06994, 0.12505, 2.42403], [2.64675, 1.50930, -2.26290], [1.03713, 0.67773, -2.63330], [1.03958, 2.24068, -1.86281], [3.84368, 0.97727, 1.01697], [3.69016, -0.77271, 0.91236], [4.10205, 0.22730, -0.70960], [0.85205, 0.41353, 2.13293], [1.69657, 2.00788, 1.79552], [0.07771, 1.74592, 1.22194], [0.94045, -3.88360, -0.83118], [3.21159, -2.48247, -1.11179]], "nbo_charge": [-1.14, -1.17, -1.06, -1.16, -1.10, -1.13, -0.82, -0.92, 0.93, 1.73, 1.77, 0.25, 0.24, 0.25, 0.25, 0.23, 0.24, 0.22, 0.22, 0.22, 0.25, 0.25, 0.25, 0.24, 0.24, 0.23, 0.24, 0.25, 0.24, -0.13, -0.13], "homo_lumo_gap_ev": [7.491, 6.468], "charge": 0, "spin_multiplicity": 1}

---

(2)
{"formula": "C6H20N3SSn", "method": "ωB97M-V/def2-TZVPD", "elements": ["C", "Sn", "N", "H", "H", "H", "H", "H", "H", "H", "H", "C", "C", "N", "C", "S", "N", "C", "C", "H", "H", "H", "H", "H", "H", "H", "H", "H", "H", "H", "H"], "coordinates": [[-1.40900, -1.08511, -5.25730], [-0.29739, 1.30199, -1.00673], [1.28748, 1.22587, -3.82454], [-1.89982, 0.53180, -0.67895], [-1.87419, -0.14965, -5.38353], [-2.11511, -1.85688, -4.95977], [-0.62037, -1.09090, -4.50757], [-0.96057, -1.38122, -6.19471], [2.22854, 0.94380, -3.54732], [1.31746, 2.23491, -3.95180], [1.12473, 0.81721, -4.74575], [-0.18658, 2.08637, 3.61245], [-0.32734, 1.46053, 2.22832], [1.06414, 1.09837, 1.74451], [1.15091, 0.13039, 0.78256], [2.05963, 0.33077, -0.67083], [0.33833, -0.94985, 0.93927], [0.56090, -1.64236, 2.26840], [-0.63484, -2.51447, 2.58076], [0.57844, 1.57133, 4.21168], [-1.14477, 2.02635, 4.14341], [0.07833, 3.14983, 3.54723], [-0.94942, 0.54809, 2.25779], [-0.80757, 2.16653, 1.51135], [1.59661, 1.95125, 1.51342], [0.43472, -1.62752, 0.16645], [1.49860, -2.23217, 2.19334], [0.69166, -0.82836, 3.00464], [-0.61687, -3.43150, 1.98920], [-0.58842, -2.79131, 3.63589], [-1.57824, -1.99410, 2.39814]], "nbo_charge": [-0.85, 0.97, -1.08, -0.33, 0.21, 0.22, 0.20, 0.22, 0.37, 0.38, 0.39, -0.63, -0.24, -0.61, 0.29, -0.13, -0.63, -0.22, -0.63, 0.23, 0.24, 0.23, 0.23, 0.20, 0.43, 0.42, 0.22, 0.21, 0.22, 0.24, 0.22], "homo_lumo_gap_ev": 6.838, "charge": 1, "spin_multiplicity": 1}

---

(3)
{"formula": "C6H20NO2P", "method": "ωB97M-V/def2-TZVPD", "elements": ["C", "C", "C", "O", "H", "H", "H", "H", "H", "H", "H", "H", "C", "C", "C", "O", "H", "H", "H", "H", "H", "H", "H", "H", "N", "P", "H", "H", "H", "H"], "coordinates": [[0.07193, -1.68804, 1.08312], [-1.43848, -1.54139, 1.00767], [-2.06118, -2.63267, 0.15127], [-1.77896, -0.25412, 0.48682], [0.51423, -1.60109, 0.08953], [0.50228, -0.89686, 1.69763], [0.35590, -2.65209, 1.50808], [-1.86519, -1.57761, 2.01044], [-1.67714, -2.57869, -0.87099], [-3.14337, -2.51130, 0.10303], [-1.83880, -3.62293, 0.55006], [-1.41294, -0.18991, -0.40352], [3.19766, 1.17001, -2.68708], [2.86831, 0.72995, -1.26912], [4.10491, 0.72509, -0.38426], [2.26352, -0.56422, -1.27939], [3.91350, 0.48055, -3.14281], [2.30081, 1.16868, -3.30620], [3.62891, 2.17136, -2.70120], [2.12007, 1.40015, -0.84445], [4.84739, 0.02227, -0.77195], [3.84975, 0.40885, 0.62692], [4.56119, 1.71420, -0.33530], [2.90047, -1.18615, -1.65077], [-3.64428, 2.11764, 1.85756], [-5.25291, 2.11086, 1.25978], [-3.28222, 3.03498, 2.07172], [-3.02404, 1.61379, 1.23850], [-5.71421, 3.36587, 1.69765], [-5.86712, 1.26280, 2.20726]], "nbo_charge": [-0.64, 0.10, -0.63, -0.74, 0.22, 0.21, 0.21, 0.18, 0.20, 0.22, 0.21, 0.46, -0.63, 0.09, -0.63, -0.73, 0.20, 0.22, 0.21, 0.18, 0.20, 0.22, 0.21, 0.46, -1.15, 0.48, 0.38, 0.40, -0.05, -0.06], "homo_lumo_gap_ev": 8.862, "charge": 0, "spin_multiplicity": 1, "smiles": "CC(C)O.CC(C)O.NP"}

---

(4)
{"formula": "C6H20NO3", "method": "ωB97M-V/def2-TZVPD", "elements": ["C", "C", "C", "C", "C", "C", "N", "H", "H", "H", "H", "H", "H", "H", "H", "H", "H", "H", "H", "H", "H", "H", "H", "O", "H", "H", "O", "H", "H", "O"], "coordinates": [[1.47235, 0.37889, -1.80033], [1.80976, -0.23598, -0.47232], [0.57725, -0.26920, 0.56011], [0.19396, 1.15680, 0.91636], [0.89213, 1.71131, 1.92660], [0.60722, 3.04441, 2.34502], [2.15565, -1.70970, -0.61796], [1.76516, 1.51635, -1.87213], [1.97340, -0.02730, -2.70538], [0.44632, 0.55741, -1.94055], [2.56791, 0.30299, 0.03944], [0.85663, -0.87090, 1.48095], [-0.22044, -0.82248, 0.02945], [-0.72055, 1.58897, 0.48068], [1.87430, 1.18662, 2.38764], [0.19883, 3.37194, 3.38239], [0.12155, 3.78752, 1.66580], [1.53607, 3.70435, 2.66054], [1.21973, -2.24201, -0.71266], [2.80020, -1.97818, 0.12197], [2.68449, -1.85481, -1.53263], [-3.32823, -1.62750, 1.08757], [-2.62864, -0.53975, 0.35905], [-2.50361, -1.42780, 0.67463], [-3.98564, 1.14992, -1.29300], [-3.25720, -0.04691, -1.68609], [-3.39528, 0.60854, -0.88780], [-0.55753, -3.00395, -2.25101], [-1.33535, -2.07665, -1.16843], [-0.40318, -2.28388, -1.66938]], "nbo_charge": [-0.67, -0.05, -0.43, -0.25, -0.16, -0.71, -0.72, 0.26, 0.23, 0.24, 0.23, 0.22, 0.22, 0.23, 0.21, 0.26, 0.24, 0.24, 0.49, 0.44, 0.43, 0.49, 0.49, -0.98, 0.48, 0.47, -0.94, 0.49, 0.53, -1.00], "homo_lumo_gap_ev": 9.113, "charge": 1, "spin_multiplicity": 1}

---

no.,E (eV)
1,-33157.074
2,-27675.342
3,-21419.676
4,-14170.742